11
Properties=species:S:1:pos:R:3 method="wB97M-V/def2-TZVPD" total_charge=+2 spin_multiplicity=6 lumo_ev="-11.335 / -14.775" homo_lumo_gap_ha="0.34931 / 0.23273" total_energy_ha=-1629.820890 e_homo_ha="-0.76586 / -0.77569"
O 1.232 -0.545 0.064
Fe -0.772 -2.741 0.077
C 0.283 -1.207 -0.664
C 0.760 0.785 0.325
H 1.066 1.465 -0.482
H 1.199 1.119 1.271
F 0.403 -0.795 -2.006
C -0.761 0.620 0.392
O -0.972 -0.675 -0.203
H -1.293 1.380 -0.191
H -1.146 0.594 1.417

---

9
Properties=species:S:1:pos:R:3 method="wB97M-V/def2-TZVPD" lumo_ev=0.634 homo_lumo_gap_ha=0.45812 total_energy_ha=-271.271044 smiles=C[C@@H](F)C#N e_homo_ha=-0.43481
C -1.235 0.694 0.289
C 1.008 -0.030 0.012
C -0.481 -0.429 -0.121
N -1.932 1.575 0.599
F -0.820 -1.686 0.577
H 1.332 0.189 0.962
H 1.212 0.847 -0.505
H 1.732 -0.710 -0.432
H -0.815 -0.450 -1.381

---

9
Properties=species:S:1:pos:R:3 method="wB97M-V/def2-TZVPD" lumo_ev=1.025 homo_lumo_gap_ha=0.41689 total_energy_ha=-271.250063 smiles="C=CF.C#N" e_homo_ha=-0.37921
C 1.996 0.978 0.829
C -1.357 -0.324 0.255
C -0.413 -0.057 -0.594
N 2.852 0.199 0.703
F -0.415 1.127 -1.157
H 1.122 1.707 0.737
H -2.007 0.460 0.744
H -1.382 -1.304 0.540
H 0.212 -0.716 -1.029

---

9
Properties=species:S:1:pos:R:3 method="wB97M-V/def2-TZVPD" lumo_ev=-0.072 homo_lumo_gap_ha=0.39923 total_energy_ha=-271.091641 e_homo_ha=-0.40188
C -0.045 -0.853 -0.405
C -0.415 0.618 -0.219
C 0.309 1.040 1.041
H 1.129 -1.023 -1.223
H 0.324 -1.226 1.053
H -1.265 -1.586 -0.797
H -1.394 0.930 -0.313
N 0.955 0.813 2.126
F 0.403 1.288 -1.262

---

9
Properties=species:S:1:pos:R:3 method="wB97M-V/def2-TZVPD" lumo_ev=0.391 homo_lumo_gap_ha=0.43271 total_energy_ha=-271.235614 smiles=N#CCCF e_homo_ha=-0.41833
C 1.196 -0.210 -0.153
C -0.243 -0.691 -0.712
C -1.375 -0.148 0.203
H 1.296 -0.407 1.122
H 2.000 -0.682 -0.687
H -0.558 -0.579 -1.645
H -0.389 -1.740 -0.633
N -1.768 -0.063 1.401
F 1.396 1.127 -0.443

---

12
Properties=species:S:1:pos:R:3 method="wB97M-V/def2-TZVPD" total_charge=-1 lumo_ev=4.051 homo_lumo_gap_ha=0.31666 total_energy_ha=-476.422127 e_homo_ha=-0.16781
C 0.898 0.910 -0.166
H -1.125 0.728 0.545
F -1.241 1.951 0.399
C 0.040 -0.275 0.223
H 0.413 1.369 -1.041
H 1.963 0.618 -0.147
C 0.328 -1.236 1.247
N 0.576 -1.893 2.174
N -0.687 -0.922 -1.124
O -0.292 -0.727 -2.280
O -1.776 -1.477 -0.914
H 0.904 0.954 1.084

---

11
Properties=species:S:1:pos:R:3 method="wB97M-V/def2-TZVPD" lumo_ev=0.480 homo_lumo_gap_ha=0.35384 total_energy_ha=-421.713459 smiles="O=CN(O)/C=C/F" e_homo_ha=-0.33619
C -1.463 -0.053 0.064
C 0.964 0.077 -0.115
C 1.340 0.666 1.038
H -1.346 -0.916 -1.782
H -1.501 0.444 1.095
H 1.688 -0.181 -0.850
H 0.790 0.866 1.982
N -0.301 -0.187 -0.537
O -0.371 -1.090 -1.636
O -2.495 -0.548 -0.463
F 2.695 0.921 1.205

---

12
Properties=species:S:1:pos:R:3 method="wB97M-V/def2-TZVPD" lumo_ev=0.575 homo_lumo_gap_ha=0.41031 total_energy_ha=-497.094848 smiles="NC(=O)[C@H](F)C(=O)O" e_homo_ha=-0.38917
C 1.209 -0.163 -0.112
C -0.138 -0.590 0.498
C -1.330 0.210 -0.065
H 0.694 1.824 0.150
H 2.264 1.508 -0.511
H -0.099 -0.445 1.568
H -2.006 -1.457 -0.596
N 1.447 1.171 -0.019
O 1.961 -0.999 -0.569
O -2.271 -0.530 -0.635
O -1.390 1.405 0.033
F -0.341 -1.933 0.258

---

11
Properties=species:S:1:pos:R:3 method="wB97M-V/def2-TZVPD" lumo_ev=-0.494 homo_lumo_gap_ha=0.29907 total_energy_ha=-744.550212 e_homo_ha=-0.31720
C 0.843 0.534 -0.298
C -0.328 1.169 0.205
C -0.886 -0.168 0.695
H 0.100 -2.952 -0.319
H 1.849 0.775 0.201
H 1.118 0.752 -1.418
H -0.183 1.948 0.886
N 0.235 -0.752 0.144
O 0.919 -1.962 -0.160
F -1.190 1.645 -0.961
S -2.477 -0.989 1.026

---

12
Properties=species:S:1:pos:R:3 method="wB97M-V/def2-TZVPD" lumo_ev=0.389 homo_lumo_gap_ha=0.34804 total_energy_ha=-1142.943249 smiles="O=C1NS[C@@H](CF)S1" e_homo_ha=-0.33375
C -0.942 0.104 -1.328
C 0.446 0.569 -0.789
C 0.326 0.183 1.861
H -0.751 -0.473 -2.237
H -1.541 1.014 -1.494
H 0.906 1.157 -1.539
H 0.502 -1.839 1.377
N 0.952 -0.953 1.250
O -0.108 0.203 2.963
F -1.602 -0.708 -0.450
S 1.549 -0.827 -0.338
S 0.265 1.570 0.724

---

11
Properties=species:S:1:pos:R:3 method="wB97M-V/def2-TZVPD" lumo_ev=-0.723 homo_lumo_gap_ha=0.28913 total_energy_ha=-1067.539363 e_homo_ha=-0.31569
C 0.029 0.086 -1.146
C -0.098 -0.190 1.229
C 1.191 -0.394 1.744
H -2.799 -0.599 -0.946
H -0.612 0.350 -2.016
H -0.960 -0.482 1.994
H 1.329 -1.196 2.511
N -0.625 0.533 0.004
F 2.357 0.277 1.243
S -2.507 0.921 -0.176
S 1.223 -1.004 -1.306

---

11
Properties=species:S:1:pos:R:3 method="wB97M-V/def2-TZVPD" total_charge=+1 spin_multiplicity=2 lumo_ev="-6.027 / -6.015" homo_lumo_gap_ha="0.22420 / 0.33141" total_energy_ha=-495.285409 e_homo_ha="-0.44570 / -0.55245"
O 1.644 0.532 0.155
C 1.837 -0.828 0.184
C 0.559 -1.601 0.146
O -0.527 -0.974 0.399
Hg -0.131 1.015 0.234
H 2.379 -1.171 1.095
H 2.443 -1.204 -0.669
H 0.509 -2.687 -0.009
C -2.539 -0.687 -0.219
O -2.359 0.590 -0.309
H -3.120 1.127 -0.006

---

ΔE to the lowest compared entry with this formula, charge and spin in kJ/mol, matching the order above: 0.8, 84.4, 139.5, 555.4, 177.4, 234.2, 288.0, 0.0, 565.4, 7.0, 368.2, 723.8
Max |F| in hartree/bohr, matching the order above: 0.0712, 0.0815, 0.0641, 0.2141, 0.1880, 0.1140, 0.0724, 0.0156, 0.1126, 0.0414, 0.1076, 0.1320